(1)
Molecular formula: C35H54BBr43FNO3S2
Method: DFT, ωB97M-V/def2-TZVPD

```
140
Properties=species:S:1:pos:R:3:lowdin_charge:R:1
C -3.629 -1.761 2.208 -0.1127
C -2.330 -1.344 1.466 -0.2528
C -2.245 -2.103 0.141 -0.2294
C -1.044 -1.790 -0.735 -0.1748
N 0.281 -2.258 -0.286 -0.1737
C 0.991 -1.300 0.578 -0.2146
C 1.395 0.002 -0.127 -0.1509
C 0.791 1.226 0.582 -0.1745
C 1.550 2.532 0.340 -0.0910
C 1.038 3.619 -0.630 -0.3085
O 2.224 4.327 -1.141 -0.1007
C 3.034 4.955 -0.275 -0.5520
O 3.903 4.457 0.401 -0.0350
C 2.870 6.491 -0.229 -0.2812
C 3.032 7.059 1.151 -0.0255
F 3.897 6.994 -1.040 -0.0056
B 0.381 3.080 -2.022 -0.4813
O 0.839 3.691 -3.145 0.1295
C -0.731 1.969 -2.209 -0.1128
C -2.151 2.324 -1.704 -0.0854
C 0.112 4.614 0.084 -0.5342
Br -0.726 5.846 -1.206 0.8502
C -0.905 3.962 1.035 -0.2591
C -2.253 4.664 1.207 -0.1302
C 0.312 -3.574 0.187 -1.0555
S 0.336 -4.882 -0.800 0.6379
S 0.331 -3.740 1.936 0.9436
C 0.502 -5.493 2.285 -0.4823
C 1.941 -5.904 2.621 -0.2915
C 3.052 -5.240 1.795 -0.1295
H -4.300 -0.913 2.305 0.0741
H -4.094 -2.587 1.678 0.0238
H -3.360 -2.127 3.198 -0.0037
H -2.368 -0.278 1.243 0.1012
H -1.505 -1.593 2.125 0.0165
H -2.386 -3.172 0.296 0.0682
H -3.119 -1.774 -0.429 0.1132
H -1.218 -2.245 -1.711 0.0947
H -1.020 -0.715 -0.910 0.0980
H 0.437 -1.038 1.483 0.0841
H 1.900 -1.789 0.914 0.1070
H 2.479 0.099 -0.049 0.1124
H 1.180 -0.019 -1.194 0.1116
H 0.875 0.995 1.644 0.1193
H -0.274 1.241 0.357 0.0828
H 1.691 3.018 1.310 0.0929
H 2.558 2.282 0.017 0.1127
H 1.937 6.787 -0.703 0.1086
H 3.914 6.677 1.651 0.0531
H 2.130 6.912 1.743 0.0761
H 3.163 8.135 1.041 0.0941
H 0.711 3.123 -3.914 0.0159
H -0.465 1.000 -1.791 0.0569
H -0.833 1.767 -3.278 0.0729
H -2.349 1.886 -0.728 0.0630
H -2.368 3.388 -1.719 0.0466
H -2.875 1.855 -2.371 0.0673
H 0.699 5.289 0.703 0.0778
H -1.102 2.926 0.796 0.0804
H -0.446 3.971 2.023 0.0525
H -2.160 5.740 1.315 0.0587
H -2.679 4.304 2.146 0.0768
H -2.967 4.393 0.436 0.0572
H 0.067 -6.098 1.498 0.0407
H -0.111 -5.637 3.175 0.0582
H 2.130 -5.674 3.669 0.0759
H 2.048 -6.984 2.531 0.0942
H 3.807 -5.994 1.583 0.0300
H 3.562 -4.442 2.328 0.0699
H 2.718 -4.865 0.831 0.0348
C 3.375 4.255 4.217 -1.6355
Br 3.897 2.907 5.483 0.5503
Br 1.457 4.408 4.077 0.6248
Br 4.194 5.944 4.618 0.5813
H 3.739 3.946 3.245 -0.0939
C -1.061 -3.133 6.302 -1.6145
Br 0.654 -3.957 6.017 0.5981
Br -1.390 -1.734 5.025 0.6340
Br -2.478 -4.431 6.329 0.5782
H -1.034 -2.670 7.277 -0.0288
C 7.102 3.325 1.783 -1.6000
Br 8.793 2.417 1.580 0.5679
Br 5.725 2.126 2.384 0.5710
Br 7.248 4.855 2.936 0.5860
H 6.807 3.685 0.806 -0.0466
C -4.399 -5.087 -2.400 -1.6061
Br -4.902 -6.880 -2.889 0.5601
Br -5.461 -4.435 -0.927 0.5619
Br -2.509 -4.974 -2.018 0.5833
H -4.606 -4.446 -3.245 -0.0307
C 5.950 2.508 -2.869 -1.6025
Br 5.235 2.200 -4.630 0.5635
Br 4.771 3.600 -1.840 0.8946
Br 6.296 0.876 -1.921 0.5773
H 6.886 3.038 -2.973 -0.0252
C 6.158 -8.681 2.205 -1.6510
Br 4.503 -9.632 1.965 0.5695
Br 6.896 -8.106 0.527 0.5750
Br 5.950 -7.211 3.425 0.5823
H 6.862 -9.369 2.647 -0.0331
C 0.706 3.478 -7.246 -1.6373
Br 0.256 1.929 -6.186 0.6307
Br 2.573 3.921 -7.145 0.5941
Br 0.126 3.282 -9.060 0.5691
H 0.140 4.298 -6.828 -0.0738
C -6.811 -4.064 4.903 -1.6248
Br -6.274 -4.311 3.076 0.5911
Br -6.448 -5.633 5.959 0.5658
Br -6.016 -2.496 5.688 0.5284
H -7.881 -3.919 4.905 -0.0304
C -6.055 1.532 6.542 -1.6466
Br -6.845 1.463 4.791 0.5667
Br -4.477 0.435 6.644 0.5294
Br -5.695 3.338 7.092 0.5803
H -6.774 1.123 7.235 -0.0279
C 6.864 -0.541 6.353 -1.6367
Br 5.487 -1.774 5.816 0.5640
Br 7.774 0.203 4.834 0.5617
Br 6.164 0.822 7.519 0.5567
H 7.591 -1.101 6.921 -0.0328
C -6.877 1.615 -3.093 -1.6527
Br -6.321 2.195 -4.840 0.5594
Br -6.163 -0.118 -2.653 0.5567
Br -6.457 2.922 -1.747 0.5674
H -7.951 1.515 -3.118 -0.0326
C -0.792 -6.131 -5.926 -1.6268
Br -0.041 -7.129 -4.463 0.5751
Br -2.711 -6.062 -5.815 0.5309
Br -0.017 -4.378 -6.053 0.5609
H -0.546 -6.659 -6.835 -0.0407
C -3.321 -4.103 -9.389 -1.6358
Br -1.867 -5.319 -9.726 0.5728
Br -4.826 -4.998 -8.604 0.5537
Br -2.767 -2.601 -8.330 0.5606
H -3.642 -3.718 -10.345 -0.0326
C -3.443 5.173 -7.201 -1.6214
Br -3.424 3.760 -8.508 0.5599
Br -5.244 5.723 -6.809 0.5706
Br -2.521 4.691 -5.581 0.5933
H -2.931 6.023 -7.629 -0.0248
```

Values from the calculation:
**E_HOMO**: -8.40 eV
**Kohn-Sham gap**: 8.15 eV
**Lowest unoccupied orbital energy**: -0.25 eV
**DFT total energy**: -3081690.9322 eV

***

(2)
Molecular formula: C35H54Cl3N5O6PSbTl
Method: DFT, ωB97M-V/def2-TZVPD

```
106
Properties=species:S:1:pos:R:3:lowdin_charge:R:1
Tl 0.956 -0.047 -1.628 0.8753
C 3.481 0.365 0.831 -0.1175
N 3.586 0.104 -0.586 -0.1046
C 4.312 1.108 -1.340 -0.1355
C 3.485 2.337 -1.555 -0.3287
N 2.319 2.563 -1.014 0.1105
C 1.952 3.826 -1.415 -0.2160
C 0.837 4.587 -1.087 -0.0333
C 0.748 5.856 -1.621 -0.0885
C 1.736 6.358 -2.469 -0.0808
C 2.856 5.623 -2.805 -0.0095
C 2.955 4.355 -2.256 -0.1827
N 3.919 3.378 -2.323 0.1737
C 2.461 -0.586 1.492 -0.5153
N 1.128 -0.373 1.045 0.1206
C 0.354 -0.299 2.121 -0.2247
C -1.043 -0.199 2.216 -0.0472
C -1.605 -0.160 3.471 -0.0717
C -0.829 -0.249 4.635 -0.0447
C 0.550 -0.368 4.579 0.0026
C 1.132 -0.369 3.327 -0.1592
N 2.434 -0.386 2.936 0.1841
H 3.119 1.386 0.972 0.1266
H 4.442 0.229 1.353 0.1385
H 3.956 -0.825 -0.750 0.1177
H 4.587 0.686 -2.311 0.1380
H 5.245 1.410 -0.831 0.1365
H 0.092 4.183 -0.420 0.0821
H -0.095 6.487 -1.383 0.1061
H 1.626 7.353 -2.870 0.1058
H 3.619 6.028 -3.452 0.1140
H 4.773 3.418 -2.853 0.1707
H -1.634 -0.178 1.314 0.0978
H -2.676 -0.079 3.571 0.1138
H -1.323 -0.236 5.595 0.1132
H 1.142 -0.454 5.476 0.1170
H 3.176 -0.760 3.502 0.1625
C -1.365 2.827 1.700 -0.1500
C -2.733 2.559 1.107 -0.4968
C -3.627 3.772 1.210 -0.1338
Sb -2.554 1.839 -1.083 1.7431
C -4.551 0.904 -1.572 -0.4998
C -4.985 0.040 -0.406 -0.1406
C -5.621 1.891 -1.987 -0.1306
C -2.234 3.641 -2.518 -0.4814
C -2.099 3.077 -3.910 -0.1642
C -3.318 4.685 -2.413 -0.1209
H -1.437 2.860 2.789 0.0939
H -0.984 3.790 1.366 0.0646
H -0.644 2.052 1.443 0.0452
H -3.198 1.695 1.586 0.0656
H -3.146 4.651 0.784 0.0673
H -3.816 3.985 2.264 0.0921
H -4.590 3.621 0.727 0.0659
H -4.294 0.264 -2.417 0.0791
H -5.291 0.641 0.451 0.0743
H -4.193 -0.648 -0.119 0.0548
H -5.836 -0.568 -0.711 0.0942
H -5.830 2.625 -1.212 0.0700
H -6.545 1.341 -2.170 0.0899
H -5.360 2.402 -2.910 0.0595
H -1.283 4.049 -2.180 0.0374
H -3.015 2.591 -4.239 0.0751
H -1.283 2.360 -3.961 0.0166
H -1.883 3.881 -4.612 0.0918
H -4.276 4.288 -2.729 0.0601
H -3.064 5.514 -3.078 0.0931
H -3.418 5.083 -1.409 0.0572
Cl -0.016 -2.569 -3.482 0.6148
C -1.600 -1.776 -3.693 -1.4845
Cl -2.607 -2.728 -4.765 0.6441
Cl -1.312 -0.188 -4.408 0.6129
C -2.289 -1.540 -2.266 -0.8594
O -3.218 -2.241 -1.962 0.0428
O -1.756 -0.598 -1.621 -0.3830
C -0.193 -5.321 1.763 -0.0119
C -0.395 -4.042 0.952 -0.5765
C -0.450 -4.344 -0.535 -0.0326
C -1.672 -3.328 1.386 -0.0022
O 0.698 -3.138 1.270 -0.1236
P 2.005 -2.946 0.396 0.4400
O 2.885 -1.924 1.277 -0.1038
O 1.854 -2.496 -0.995 -0.3490
O 2.863 -4.263 0.469 -0.1137
C 3.665 -4.770 1.563 -0.5937
C 3.090 -4.425 2.936 -0.0176
C 5.068 -4.177 1.440 -0.0170
C 3.696 -6.286 1.368 -0.0096
H -1.020 -6.000 1.580 0.0968
H -0.150 -5.089 2.826 0.0920
H 0.725 -5.811 1.450 0.0649
H -1.226 -5.079 -0.732 0.1111
H 0.508 -4.728 -0.879 0.0852
H -0.685 -3.434 -1.081 0.0356
H -2.510 -4.017 1.349 0.1021
H -1.880 -2.501 0.715 0.0712
H -1.568 -2.944 2.397 0.0838
H 2.896 -3.361 3.010 0.0637
H 3.812 -4.700 3.702 0.0992
H 2.162 -4.957 3.120 0.0729
H 5.017 -3.095 1.541 0.0732
H 5.498 -4.421 0.473 0.0934
H 5.705 -4.580 2.224 0.0938
H 2.687 -6.689 1.405 0.0748
H 4.292 -6.747 2.150 0.0965
H 4.119 -6.533 0.399 0.0934
```

Values from the calculation:
**ΔE to the lowest compared entry with this formula, charge and spin**: 203.9 kJ/mol
**E_HOMO (alpha / beta)**: -10.30 / -10.35 eV
**Total charge**: +1
**Kohn-Sham gap (alpha / beta)**: 5.97 / 6.23 eV
**Lowest unoccupied orbital energy (alpha / beta)**: -4.33 / -4.12 eV
**DFT total energy**: -114992.1768 eV

***

(3)
Molecular formula: C35H54CsGe2N3O11P2S
Method: DFT, ωB97M-V/def2-TZVPD

```
109
Properties=species:S:1:pos:R:3:lowdin_charge:R:1
Cs 0.708 -0.337 2.026 1.1371
O -0.868 4.245 4.094 -0.0192
C -0.564 3.168 3.242 -0.3819
O 0.455 2.397 3.726 -0.1719
C -1.409 2.913 2.219 -0.2399
C -2.569 3.773 1.962 -0.0414
C -3.534 3.372 1.101 -0.1312
C -3.421 2.137 0.395 -0.0952
C -2.209 1.485 0.552 -0.3139
N -1.205 1.840 1.336 0.0314
C -1.915 0.249 -0.243 -0.4810
O -2.999 -0.485 -0.563 0.0985
O -0.806 -0.140 -0.559 -0.0748
H -0.537 3.963 4.955 0.0850
H -2.650 4.713 2.490 0.0873
H -4.402 4.006 0.942 0.0830
H -4.190 1.759 -0.261 0.0813
H -2.643 -1.372 -0.747 0.0868
N -0.206 -5.762 0.644 0.1430
C 0.174 -4.576 1.509 -0.4966
C 0.646 -5.129 2.854 -0.0953
P -1.443 -3.701 1.797 0.2762
O -1.839 -3.136 0.307 -0.1976
O -2.356 -4.857 2.079 -0.3398
O -1.229 -2.537 2.684 -0.4090
P 1.667 -3.879 0.653 0.2712
O 1.058 -3.150 -0.676 -0.2162
O 2.337 -5.117 0.135 -0.3367
O 2.317 -2.873 1.528 -0.4107
H -0.952 -6.268 1.130 0.1352
H 0.663 -6.280 0.465 0.1276
H -0.580 -5.451 -0.272 0.0815
H -0.158 -5.684 3.343 0.0772
H 0.927 -4.293 3.491 0.0839
H 1.521 -5.771 2.724 0.0797
H -2.213 -3.874 -0.198 0.0282
H 0.701 -2.269 -0.497 0.0271
C 1.245 -0.558 -4.644 -0.1804
C 1.241 -0.786 -3.135 -0.3577
Ge 1.975 0.748 -2.106 0.8778
C 3.247 0.038 -0.786 -0.3648
C 4.484 -0.551 -1.463 -0.1719
C 2.798 2.053 -3.358 -0.2189
C 2.041 3.164 -3.257 -0.3616
Ge 0.735 2.799 -1.775 0.9055
C 1.123 3.919 -0.215 -0.3402
C 2.609 4.216 -0.043 -0.1633
C -1.115 2.995 -2.393 -0.3401
C -1.525 1.968 -3.444 -0.1762
C 2.223 4.390 -4.059 -0.2334
C 1.892 5.635 -3.519 -0.0409
C 2.066 6.801 -4.248 -0.0930
C 2.555 6.748 -5.547 -0.1190
C 2.866 5.516 -6.107 -0.1068
C 2.701 4.352 -5.372 -0.0492
H 0.834 -1.412 -5.195 0.0373
H 2.258 -0.387 -5.017 0.0620
H 0.656 0.320 -4.917 0.0526
H 1.835 -1.667 -2.872 0.0477
H 0.231 -0.972 -2.764 0.0174
H 2.771 -0.720 -0.160 0.0031
H 3.521 0.862 -0.123 0.0473
H 4.217 -1.371 -2.135 0.0581
H 5.185 -0.954 -0.729 0.0668
H 5.009 0.205 -2.052 0.0578
H 3.654 2.007 -4.037 0.0507
H 0.735 3.401 0.665 0.0291
H 0.540 4.841 -0.312 0.0644
H 3.177 3.295 0.102 0.0528
H 2.788 4.828 0.842 0.0680
H 3.035 4.726 -0.913 0.0515
H -1.187 4.009 -2.801 0.0600
H -1.775 2.955 -1.524 0.0410
H -0.889 2.033 -4.332 0.0536
H -2.562 2.108 -3.765 0.0641
H -1.436 0.952 -3.049 0.0418
H 1.506 5.678 -2.507 0.0991
H 1.814 7.755 -3.801 0.0970
H 2.683 7.658 -6.120 0.0883
H 3.235 5.461 -7.125 0.0910
H 2.930 3.391 -5.817 0.1025
C 1.328 -5.137 -3.166 -0.1269
C 0.177 -4.404 -3.836 -0.3713
S -1.025 -3.819 -2.620 0.9412
O -1.462 -5.047 -1.849 -0.5346
C -2.391 -3.508 -3.758 -0.3863
C -2.136 -2.307 -4.658 -0.1258
H 2.031 -5.476 -3.928 0.0750
H 0.963 -6.011 -2.626 0.0694
H 1.853 -4.508 -2.450 0.0508
H -0.361 -5.048 -4.537 0.0902
H 0.521 -3.507 -4.357 0.0669
H -3.239 -3.329 -3.094 0.0887
H -2.582 -4.432 -4.309 0.0869
H -1.827 -1.436 -4.077 0.0653
H -3.047 -2.044 -5.194 0.0758
H -1.360 -2.512 -5.395 0.0614
N 1.736 2.291 2.987 -0.0744
C 2.599 3.257 3.308 -0.3553
C 3.942 3.068 2.843 -0.0936
C 4.929 3.997 3.062 -0.1550
C 4.679 5.180 3.769 -0.1770
C 3.387 5.375 4.245 -0.1524
C 2.369 4.458 4.037 -0.0457
H 4.159 2.154 2.300 0.0894
H 5.927 3.799 2.680 0.0827
H 5.461 5.911 3.939 0.0625
H 3.153 6.285 4.792 0.0822
H 1.373 4.684 4.384 0.0703
```

Values from the calculation:
**ΔE to the lowest compared entry with this formula, charge and spin**: 224.6 kJ/mol
**E_HOMO**: -0.30 eV
**Total charge**: -2
**Kohn-Sham gap**: 3.57 eV
**Lowest unoccupied orbital energy**: 3.27 eV
**DFT total energy**: -207162.5788 eV

***

(4)
Molecular formula: C35H54F2INO26S
Method: DFT, ωB97M-V/def2-TZVPD

```
120
Properties=species:S:1:pos:R:3:lowdin_charge:R:1
O -2.964 -5.375 4.216 -0.3137
S -2.374 -4.164 4.623 0.4235
O -2.972 -2.974 4.162 -0.2413
F -2.412 -4.130 6.166 -0.1253
N -0.756 -4.091 4.270 -0.6469
I -0.044 -5.815 3.391 0.9762
C 0.111 -3.569 5.366 -0.3085
C 0.165 -2.035 5.265 -0.1423
C 1.255 -1.664 4.270 -0.1794
F 0.879 -0.539 3.528 -0.0545
H 1.104 -3.960 5.194 0.0728
H -0.200 -3.898 6.348 0.1066
H -0.778 -1.731 4.827 0.0916
H 0.302 -1.576 6.233 0.1207
H 2.179 -1.434 4.798 0.1087
H 1.425 -2.486 3.578 0.1070
C -3.596 0.772 1.756 -0.0111
C -3.319 1.052 3.211 -0.3206
C -3.154 2.507 3.591 -0.0844
O -2.313 2.419 4.753 0.0690
C -1.572 1.292 4.629 -0.5627
O -0.648 1.005 5.317 0.1537
O -2.033 0.531 3.611 0.0730
H -2.996 1.411 1.107 0.0887
H -3.355 -0.262 1.516 0.0896
H -4.648 0.944 1.531 0.0916
H -4.073 0.574 3.842 0.1501
H -4.086 3.010 3.833 0.1399
H -2.621 3.071 2.823 0.1382
C 3.865 3.436 5.431 -0.0149
C 4.524 2.085 5.535 -0.3181
C 3.595 0.895 5.496 -0.0990
O 4.347 -0.093 6.219 0.0521
C 5.146 0.567 7.097 -0.5677
O 5.755 0.049 7.973 0.1664
O 5.143 1.893 6.827 0.0844
H 2.944 3.471 6.016 0.0888
H 4.528 4.212 5.810 0.0885
H 3.625 3.658 4.392 0.0897
H 5.309 1.986 4.780 0.1598
H 3.371 0.550 4.490 0.1254
H 2.663 1.080 6.035 0.1418
C 1.586 -1.026 -1.477 -0.0075
C 2.834 -0.707 -0.699 -0.3162
C 2.737 -0.854 0.800 -0.0898
O 3.733 0.081 1.255 0.0624
C 3.828 1.051 0.315 -0.5645
O 4.429 2.069 0.456 0.1517
O 3.153 0.699 -0.798 0.0857
H 0.698 -0.648 -0.968 0.0905
H 1.635 -0.552 -2.456 0.0729
H 1.475 -2.102 -1.610 0.0938
H 3.684 -1.267 -1.098 0.1575
H 2.962 -1.857 1.154 0.1394
H 1.767 -0.539 1.190 0.1259
C 7.442 3.369 -2.806 -0.0152
C 6.543 2.230 -2.400 -0.3169
C 7.208 0.879 -2.258 -0.0846
O 6.114 -0.017 -2.516 0.0504
C 5.247 0.632 -3.335 -0.5768
O 4.323 0.113 -3.875 0.1513
O 5.569 1.936 -3.428 0.0953
H 8.156 3.058 -3.570 0.0863
H 6.854 4.187 -3.218 0.0915
H 7.995 3.738 -1.943 0.0903
H 5.989 2.483 -1.492 0.1402
H 7.627 0.696 -1.273 0.1397
H 7.973 0.715 -3.020 0.1366
C -0.651 -1.552 -5.751 -0.0170
C -1.259 -0.208 -5.461 -0.3029
C -0.295 0.875 -5.039 -0.0675
O -1.141 1.742 -4.260 0.0290
C -2.129 0.976 -3.734 -0.5739
O -2.880 1.341 -2.887 0.1522
O -2.130 -0.248 -4.299 0.0868
H 0.125 -1.799 -5.023 0.0877
H -1.408 -2.333 -5.700 0.0870
H -0.216 -1.556 -6.746 0.0665
H -1.863 0.124 -6.309 0.1601
H 0.151 1.414 -5.870 0.1468
H 0.495 0.501 -4.385 0.1264
C -6.182 -4.314 5.934 -0.0152
C -6.753 -2.935 6.134 -0.3202
C -5.737 -1.830 6.317 -0.0951
O -6.481 -0.867 7.078 0.0609
C -7.413 -1.545 7.795 -0.5656
O -8.068 -1.076 8.664 0.1706
O -7.484 -2.832 7.374 0.0845
H -5.328 -4.484 6.591 0.0828
H -6.923 -5.080 6.155 0.0913
H -5.849 -4.431 4.903 0.0877
H -7.448 -2.689 5.327 0.1596
H -5.384 -1.396 5.386 0.1278
H -4.882 -2.156 6.913 0.1369
C -1.291 4.861 -3.382 -0.0105
C 0.052 5.539 -3.303 -0.3200
C 0.036 7.050 -3.245 -0.0963
O 1.311 7.386 -3.809 0.0585
C 1.653 6.388 -4.664 -0.5681
O 2.553 6.439 -5.434 0.1666
O 0.818 5.333 -4.511 0.0829
H -1.966 5.401 -4.049 0.0914
H -1.187 3.852 -3.768 0.0601
H -1.753 4.809 -2.396 0.0945
H 0.637 5.130 -2.475 0.1588
H -0.054 7.452 -2.240 0.1370
H -0.745 7.474 -3.881 0.1364
C -3.822 -4.433 -10.992 -0.0185
C -2.581 -4.238 -10.159 -0.3224
C -2.736 -4.473 -8.673 -0.0851
O -1.701 -3.637 -8.132 0.0547
C -1.507 -2.617 -9.002 -0.5560
O -0.858 -1.648 -8.777 0.1535
O -2.155 -2.858 -10.162 0.0911
H -4.702 -4.029 -10.489 0.0882
H -3.722 -3.920 -11.947 0.0906
H -3.987 -5.493 -11.181 0.0905
H -1.756 -4.832 -10.559 0.1591
H -2.589 -5.506 -8.371 0.1399
H -3.697 -4.115 -8.299 0.1396
```

Values from the calculation:
**E_HOMO**: -10.29 eV
**Kohn-Sham gap**: 8.93 eV
**Lowest unoccupied orbital energy**: -1.37 eV
**DFT total energy**: -116268.0690 eV